Entry 1:
# C3H10N2

A cluster of 2 separate species, C3H10N2 in total (the ωB97M-V functional and the def2-TZVPD basis, the OMol25 dataset).

Each line ends with the natural charge from an NBO analysis.
CARTESIAN COORDINATES (ANGSTROEM)
C (-3.60340, 0.29715, 0.38327)  -0.387
H (-3.03038, -0.61379, 0.49653)  0.195
C (2.27495, -0.96566, -0.47840)  -0.049
H (-2.13869, 1.33859, -0.72826)  0.197
N (1.11836, -0.69682, 0.37692)  -0.880
H (-4.59958, 0.35419, 0.80738)  0.191
C (-3.10036, 1.35184, -0.24246)  -0.386
H (-3.69687, 2.25177, -0.29213)  0.188
H (2.99156, 0.94480, -0.56120)  0.351
H (2.69003, -1.93936, -0.23999)  0.169
H (1.14240, 0.17692, 0.87589)  0.363
H (3.74471, -0.03267, 0.53901)  0.349
H (1.95823, -1.00300, -1.52056)  0.164
N (3.35249, 0.00848, -0.39509)  -0.829
H (0.89656, -1.47244, 0.97910)  0.364

For the gap between HOMO and LUMO, the calculation gives 10.098 eV.

Entry 2:
# C3H10N2

The molecule C3H10N2 (the ωB97M-V functional and the def2-TZVPD basis, the OMol25 dataset).

Each line ends with the natural charge from an NBO analysis.
CARTESIAN COORDINATES (ANGSTROEM)
H (1.72069, 0.72034, -0.98028)  0.183
N (-0.93505, -0.88979, 2.16980)  -0.827
H (-1.80328, -1.13627, 1.72169)  0.342
C (-0.16782, 0.38535, 0.25020)  -0.448
C (0.62701, 0.37299, -1.06159)  -0.195
N (0.21342, 1.26962, -2.16393)  -0.860
H (-0.19942, 1.41414, 0.72913)  0.217
H (0.20648, -1.66153, 0.60378)  0.171
H (-1.19525, 0.49249, -0.04411)  0.208
H (-0.74491, -1.63546, 2.74486)  0.345
H (0.56509, -0.68406, -1.35856)  0.156
H (1.06894, -0.48209, 1.66726)  0.197
C (0.16537, -0.69664, 1.12482)  -0.221
H (-0.58061, 0.96965, -2.65044)  0.358
H (1.05934, 1.56126, -2.75265)  0.373

For the gap between HOMO and LUMO, the calculation gives 10.099 eV.

Entry 3:
# C3H10N2

The molecule C3H10N2 (the ωB97M-V functional and the def2-TZVPD basis, the OMol25 dataset).

Each line ends with the natural charge from an NBO analysis.
CARTESIAN COORDINATES (ANGSTROEM)
H (-1.02216, 1.70946, -0.06765)  0.361
N (-0.01492, 1.62719, -0.16976)  -0.843
C (0.46306, 0.42460, 0.41941)  0.106
N (1.94657, 0.50341, 0.17658)  -0.845
H (0.25683, 0.40608, 1.49283)  0.161
H (2.42251, -0.04493, 0.89069)  0.350
H (2.19508, 1.47408, 0.35824)  0.361
H (0.48509, -1.71861, 0.24194)  0.199
H (0.22131, 1.62563, -1.15807)  0.361
H (-2.01446, -0.60477, -1.05252)  0.204
C (0.02863, -0.85785, -0.25746)  -0.414
H (0.30531, -0.88731, -1.31744)  0.210
C (-1.53575, -1.02362, -0.16195)  -0.623
H (-1.77907, -2.08955, -0.12026)  0.212
H (-1.95801, -0.54381, 0.72544)  0.198

For the gap between HOMO and LUMO, the calculation gives 10.528 eV.

Entry 4:
# C3H10N2

A cluster of 2 separate species, C3H10N2 in total (the ωB97M-V functional and the def2-TZVPD basis, the OMol25 dataset).

Each line ends with the natural charge from an NBO analysis.
CARTESIAN COORDINATES (ANGSTROEM)
H (-0.05605, -1.38338, 1.50882)  0.367
C (0.32123, 1.91391, 0.44759)  -0.436
H (0.80796, -1.34917, 0.01247)  0.367
C (-1.19896, -1.78771, -0.15009)  -0.013
H (-2.23141, -1.36796, -1.80555)  0.208
H (-0.53225, 2.48983, -0.00074)  0.178
C (-1.20510, -1.61593, -1.48250)  -0.497
H (0.35983, 0.92375, 0.11441)  0.185
H (-0.34518, -1.45260, -2.18636)  0.211
N (1.72572, 2.58429, 0.37549)  -0.854
H (-2.10035, -2.12534, 0.37134)  0.203
H (1.59745, 3.07463, 1.30276)  0.370
H (1.65005, 3.09499, -0.55424)  0.370
N (0.17410, -1.81578, 0.61739)  -0.843
H (0.04818, 1.65404, 1.39700)  0.184

For the gap between HOMO and LUMO, the calculation gives 9.732 eV.

Entry 5:
# C3H10N2

A cluster of 2 separate species, C3H10N2 in total (the ωB97M-V functional and the def2-TZVPD basis, the OMol25 dataset).

Each line ends with the natural charge from an NBO analysis.
CARTESIAN COORDINATES (ANGSTROEM)
H (3.69324, 0.55212, 2.18033)  0.398
C (2.35478, 1.59819, 1.08731)  -0.106
H (2.27846, 2.03741, 0.10246)  0.231
C (-2.99038, -0.96144, -2.35189)  -0.429
H (3.05985, -0.39562, 1.02111)  0.402
H (-3.40733, -1.72125, -0.34823)  0.179
H (-2.78653, 0.05007, -2.02764)  0.202
H (2.45961, 2.29343, 1.91438)  0.246
H (-2.90239, -1.47266, -3.30178)  0.221
H (0.83651, 0.38359, 0.38904)  0.397
N (3.35632, 0.56302, 1.21966)  -0.546
C (-3.51388, -1.77946, -1.43228)  -0.366
H (-4.03449, -2.70292, -1.68637)  0.194
H (0.56867, 0.61039, 2.04137)  0.420
N (1.02757, 0.94515, 1.19251)  -0.442

Its spin multiplicity is 2. For the gap between HOMO and LUMO (spin up / spin down), the calculation gives 8.397 / 3.362 eV. Its net charge is +1.

Entry 6:
# C3H10N2

A cluster of 2 separate species, C3H10N2 in total (the ωB97M-V functional and the def2-TZVPD basis, the OMol25 dataset).

Each line ends with the natural charge from an NBO analysis.
CARTESIAN COORDINATES (ANGSTROEM)
N (-2.21999, 0.88444, -0.07883)  -0.632
C (2.06576, -1.18798, -0.70629)  -0.661
H (0.69484, 0.55353, -1.04473)  0.304
N (1.12608, 0.45799, 1.08050)  -0.208
H (2.64379, -1.27934, -1.62176)  0.269
H (2.56544, -1.67641, 0.11269)  0.250
H (0.27384, -0.17151, 1.21263)  0.417
C (1.53212, 0.26534, -0.42338)  -0.256
H (1.23432, -1.73116, -1.13738)  0.240
H (0.80704, 1.37855, 1.15767)  0.394
H (-2.21044, 1.40241, 0.75785)  0.329
C (-2.69602, -0.28956, 0.12044)  -0.047
H (-2.97532, -0.81694, 1.08966)  0.179
H (2.23764, 0.96838, -0.63361)  0.233
H (-3.02489, -0.75135, -0.84938)  0.190

Its spin multiplicity is 2. For the gap between HOMO and LUMO (spin up / spin down), the calculation gives 10.590 / 4.581 eV. Its net charge is +1.

Entry 7:
# C3H10N2O

A cluster of 2 separate species, C3H10N2O in total (the ωB97M-V functional and the def2-TZVPD basis, the OMol25 dataset).

Each line ends with the natural charge from an NBO analysis.
CARTESIAN COORDINATES (ANGSTROEM)
O (-1.38664, 0.80224, 0.53271)  -0.536
N (-0.71813, -1.14465, -2.03447)  -0.838
N (1.28795, -1.10386, -0.62387)  -0.865
H (0.22007, 2.91480, 2.11265)  0.234
H (0.75004, -2.57009, -2.07413)  0.149
H (-1.31782, -1.73398, -1.48393)  0.358
C (-0.62927, 2.25371, 2.29439)  -0.720
H (-0.51167, 1.84297, 3.29804)  0.231
H (2.25737, -1.38976, -0.64803)  0.351
C (0.64771, -1.48585, -1.89883)  -0.043
H (0.84616, -1.53887, 0.17672)  0.346
H (0.34520, 0.44798, 1.44968)  0.106
C (-0.54795, 1.09423, 1.34082)  0.450
H (-0.95212, -0.17645, -1.90056)  0.378
H (-1.54533, 2.79580, 2.13513)  0.231
H (1.25442, -1.00821, -2.67632)  0.168

For the gap between HOMO and LUMO, the calculation gives 10.161 eV.

Entry 8:
# C3H10N2O

A cluster of 2 separate species, C3H10N2O in total (the ωB97M-V functional and the def2-TZVPD basis, the OMol25 dataset).

Each line ends with the natural charge from an NBO analysis.
CARTESIAN COORDINATES (ANGSTROEM)
H (0.07617, 0.48853, -1.65168)  0.215
H (-0.01586, -1.42594, -0.13319)  0.374
H (-0.96026, 0.27806, 0.84476)  0.419
H (1.43408, -0.57916, -1.97391)  0.172
N (0.63942, -0.67276, 0.01492)  -0.655
H (2.60193, -1.50884, 0.15793)  0.168
H (-3.20606, 1.89586, -0.07358)  0.096
C (1.81229, -1.05171, 0.76678)  -0.409
C (-2.60111, 0.97340, -0.08877)  0.531
O (-2.64762, 0.22598, -1.03289)  -0.603
H (1.60984, 0.87044, -0.97525)  0.188
H (2.23060, -0.17853, 1.26755)  0.188
H (-1.68764, 1.65954, 1.51083)  0.371
C (0.95719, 0.03242, -1.21024)  -0.417
H (1.59333, -1.78438, 1.53745)  0.203
N (-1.83629, 0.77710, 1.03929)  -0.842

For the gap between HOMO and LUMO, the calculation gives 10.078 eV.

Entry 9:
# C3H10N2O

A cluster of 2 separate species, C3H10N2O in total (the ωB97M-V functional and the def2-TZVPD basis, the OMol25 dataset).

Each line ends with the natural charge from an NBO analysis.
CARTESIAN COORDINATES (ANGSTROEM)
N (0.77726, 0.49167, -1.32018)  -0.858
H (0.50208, -0.94063, 0.24562)  0.151
N (0.84763, -2.20211, -1.20482)  -0.808
H (0.81152, 1.03060, 2.65490)  0.225
H (-0.79383, 0.80440, 3.07606)  0.260
H (1.70242, -2.26990, -0.71461)  0.335
O (-1.64727, 0.79581, 0.36970)  -0.563
H (1.24499, -2.14194, -2.12232)  0.335
H (-0.29185, 2.19479, 0.45730)  0.164
C (0.29097, -0.85988, -0.87254)  -0.064
H (1.78180, 0.68842, -1.38268)  0.362
H (-0.74231, -0.87401, -1.03476)  0.200
H (0.35891, 0.56135, -2.21525)  0.359
C (-0.62395, 1.31349, 0.95243)  0.404
C (-0.14304, 0.71165, 2.19181)  -0.750
H (0.08632, -0.43804, 2.12292)  0.247

For the gap between HOMO and LUMO, the calculation gives 10.295 eV.

Entry 10:
# C3H10N2O

A cluster of 2 separate species, C3H10N2O in total (the ωB97M-V functional and the def2-TZVPD basis, the OMol25 dataset).

Each line ends with the natural charge from an NBO analysis.
CARTESIAN COORDINATES (ANGSTROEM)
H (0.61597, 0.32889, -0.71348)  0.487
C (1.10426, 0.22066, 1.86386)  0.274
H (-0.89172, 0.83278, -2.08952)  0.169
C (-0.95130, -0.22574, -1.93109)  -0.064
C (-2.20282, -0.62083, -1.19072)  -0.657
N (0.50532, 1.21087, 1.29908)  -0.636
H (2.89136, -0.19004, 1.48818)  0.378
H (0.93762, 2.06437, 1.67568)  0.342
H (3.10297, 0.30576, 3.02443)  0.410
H (-2.83162, 0.23786, -0.93495)  0.215
H (-2.77976, -1.29240, -1.79633)  0.210
N (2.47596, 0.37665, 2.22099)  -0.940
H (-0.82167, -0.66285, -2.97409)  0.172
H (0.64691, -0.75599, 1.64888)  0.178
H (-2.09547, -1.32277, -0.39905)  0.229
O (0.29399, -0.50721, -1.19188)  -0.768

For the gap between HOMO and LUMO, the calculation gives 10.645 eV.

Entry 11:
# C3H10N2O

A cluster of 2 separate species, C3H10N2O in total (the ωB97M-V functional and the def2-TZVPD basis, the OMol25 dataset).

Each line ends with the natural charge from an NBO analysis.
CARTESIAN COORDINATES (ANGSTROEM)
H (0.75618, -1.14686, 0.87122)  0.388
H (-0.40120, 1.81563, -0.33893)  0.477
H (3.76126, -1.68174, -0.92505)  0.387
C (-2.14180, 0.82710, -0.67667)  -0.057
H (-2.91813, 0.76614, 1.34531)  0.211
H (-1.69122, -0.01853, -1.27668)  0.140
C (-2.17366, 0.31589, 0.72657)  -0.645
H (2.42100, 0.32322, -0.93953)  0.143
H (-2.20833, -0.78817, 0.73925)  0.200
O (-1.26579, 1.95387, -0.73996)  -0.744
H (-1.16616, 0.50683, 1.14595)  0.227
N (3.35088, -1.29521, -0.08856)  -0.807
H (-3.07945, 1.11044, -1.18269)  0.186
N (1.41480, -0.34505, 0.82924)  -0.860
C (2.29553, -0.36514, -0.08622)  0.375
H (3.04610, -1.97843, 0.59677)  0.377

For the gap between HOMO and LUMO, the calculation gives 9.914 eV.

Entry 12:
# C3H10N2O

A cluster of 2 separate species, C3H10N2O in total (the ωB97M-V functional and the def2-TZVPD basis, the OMol25 dataset).

Each line ends with the natural charge from an NBO analysis.
CARTESIAN COORDINATES (ANGSTROEM)
N (-1.69466, -1.13092, 0.45458)  -0.822
H (-1.08574, -1.87313, 0.79208)  0.351
H (-0.75998, 2.72735, 0.48745)  0.461
C (1.89754, -0.03733, -0.64823)  -0.406
H (1.45498, 0.01004, -1.63719)  0.213
C (-0.99068, 0.09456, 0.48819)  0.024
H (1.34528, -0.79337, 1.30423)  0.356
H (-0.77028, 0.46245, 1.49335)  0.176
C (-1.27499, 1.05003, -0.48086)  -0.090
O (-0.76484, 2.34236, -0.39611)  -0.736
N (0.92320, -0.90148, 0.38492)  -0.813
H (-2.19295, 1.00163, -1.05388)  0.175
H (0.96978, -1.89380, 0.15703)  0.354
H (2.03145, 0.94490, -0.20653)  0.209
H (2.83608, -0.59610, -0.64661)  0.188
H (-1.92420, -1.40719, -0.49243)  0.359

For the gap between HOMO and LUMO, the calculation gives 7.757 eV.

Entry 13:
# C3H10N2O

A cluster of 2 separate species, C3H10N2O in total (the ωB97M-V functional and the def2-TZVPD basis, the OMol25 dataset).

Each line ends with the natural charge from an NBO analysis.
CARTESIAN COORDINATES (ANGSTROEM)
N (-1.55780, -0.97091, -0.31634)  -0.834
N (-0.92558, 0.78106, 2.03806)  -0.815
H (0.52550, -1.35272, -1.84119)  0.227
H (2.05998, 1.46654, -1.18858)  0.454
H (-2.32881, -0.64187, 0.23583)  0.374
C (-0.05831, 0.26017, 1.03169)  -0.132
H (-0.52521, 1.66807, 2.31492)  0.369
H (0.61573, 1.50070, -0.86215)  0.473
C (0.85038, -1.05633, -0.84873)  -0.639
H (0.96763, 0.49492, 1.30143)  0.181
H (-1.75909, -1.87307, -0.70904)  0.384
H (1.77801, -0.50795, -0.92765)  0.222
C (-0.26337, -0.57263, 0.01037)  0.106
O (1.23360, 1.79620, -1.54871)  -0.937
H (1.24595, -1.97740, -0.38553)  0.213
H (-1.85859, 0.98522, 1.69562)  0.354

For the gap between HOMO and LUMO, the calculation gives 8.336 eV.

Entry 14:
# C3H10N2O

The molecule C3H10N2O (the ωB97M-V functional and the def2-TZVPD basis, the OMol25 dataset).

Each line ends with the natural charge from an NBO analysis.
CARTESIAN COORDINATES (ANGSTROEM)
N (-0.12074, 1.02942, 1.03747)  -0.485
O (1.33398, -1.88231, -0.59482)  -0.716
H (1.65137, 0.03549, 0.82367)  0.360
C (0.40889, -0.81471, -0.48342)  0.237
N (0.65142, -0.19367, 0.81824)  -0.517
H (-0.19760, 0.83713, -1.76661)  0.217
C (-1.55715, 0.75278, 1.08441)  -0.431
C (0.61248, 0.10617, -1.68001)  -0.646
H (1.28185, -2.32574, 0.26988)  0.473
H (-0.59127, -1.26001, -0.52150)  0.148
H (1.56229, 0.64723, -1.60987)  0.211
H (-2.07359, 1.61615, 1.51663)  0.206
H (-1.96005, 0.61500, 0.07595)  0.188
H (0.14188, 1.43596, 1.94201)  0.356
H (0.65080, -0.47544, -2.60768)  0.221
H (-1.79457, -0.12345, 1.69566)  0.177

For the gap between HOMO and LUMO, the calculation gives 9.168 eV.

Entry 15:
# C3H10N2O

A cluster of 2 separate species, C3H10N2O in total (the ωB97M-V functional and the def2-TZVPD basis, the OMol25 dataset).

Each line ends with the natural charge from an NBO analysis.
CARTESIAN COORDINATES (ANGSTROEM)
C (-0.78000, 1.93685, -0.36324)  -0.427
N (0.43644, 1.33422, -0.91453)  -0.530
H (-1.37460, 1.13820, 0.06785)  0.285
H (-0.02851, -2.24852, 2.14175)  0.115
N (1.86176, -0.42616, -1.21083)  -0.761
H (-1.29608, 2.46750, -1.15264)  0.191
H (2.46081, 0.07044, -1.86279)  0.381
O (-0.79522, -0.56484, 1.21102)  -0.940
H (-0.50673, 2.62071, 0.43586)  0.203
H (2.11468, -1.37751, -0.98431)  0.416
C (0.76433, 0.09002, -0.68810)  0.328
C (-0.93558, -1.85995, 1.64954)  -0.223
H (-1.74006, -1.97131, 2.39213)  0.138
H (0.96963, 1.88165, -1.58179)  0.377
H (0.03842, -0.51843, 0.02124)  0.336
H (-1.18929, -2.57287, 0.83883)  0.111

For the gap between HOMO and LUMO, the calculation gives 7.424 eV.

Entry 16:
# C3H10N2O

The molecule C3H10N2O (the ωB97M-V functional and the def2-TZVPD basis, the OMol25 dataset).

Each line ends with the natural charge from an NBO analysis.
CARTESIAN COORDINATES (ANGSTROEM)
N (1.34203, -1.03593, 1.70237)  -0.822
H (1.06241, 1.40478, -0.66724)  0.157
H (-2.92467, 0.29495, -1.85896)  0.472
H (-0.19355, -0.16669, -2.02632)  0.363
H (2.03341, -1.43913, 1.07743)  0.345
H (1.69867, 1.01195, 1.48059)  0.190
C (-1.48802, 0.16445, -0.54762)  0.102
H (1.86133, -0.12758, -0.73008)  0.192
C (0.93669, 0.33987, -0.38258)  -0.237
H (-1.50732, 1.25999, -0.52673)  0.122
H (0.00007, 0.53301, 1.58207)  0.186
N (-0.19632, -0.29067, -1.02188)  -0.638
H (0.53071, -1.64147, 1.65505)  0.354
C (0.97157, 0.27800, 1.14944)  -0.229
H (-1.62996, -0.19007, 0.46421)  0.153
O (-2.49704, -0.39546, -1.34975)  -0.711

For the gap between HOMO and LUMO, the calculation gives 9.715 eV.

What energy above the lowest of the compared OMol25 structures with the same formula, charge and spin values result from the calculations? In sequence: 30.0 27.3 3.0 63.4 48.9 66.6 29.3 16.6 62.1 66.3 60.1 88.5 33.0 46.6 67.4 31.7 kcal per mole.